# 1
Density functional theory data (wB97M-V/def2-TZVPD) for a molecular structure, C12H14B2Cl20O4S.

Each line ends with the Löwdin charge.
Positions of all 53 atoms, in Å:
C1 2.65650 -0.82759 0.91966  -0.25
C2 2.63669 0.44940 0.57405  -0.22
C3 2.48652 1.89863 -0.14233  -0.17
C4 1.85487 1.75426 -1.63375  -0.19
C5 0.25167 1.94918 -1.66804  -0.12
B1 -0.60154 0.56833 -1.50588  -0.14
B2 -1.95853 0.48966 -0.50932  -0.51
O1 -1.76472 0.75248 0.89966  -0.04
O2 -3.19583 0.12094 -1.14841  -0.06
C6 -4.36911 0.59612 -0.42517  -0.09
S1 -0.15442 -1.07127 -2.36280  0.73
C7 0.32198 -2.39932 -1.14543  -0.15
O3 -1.45808 -1.53656 -3.03796  -0.42
O4 0.86735 -0.91918 -3.47277  -0.39
H1 2.74071 -1.94457 1.18621  0.03
H2 3.55132 2.36019 -0.20164  0.09
H3 1.87622 2.63002 0.52111  0.12
H4 2.23376 0.78109 -2.10759  0.11
H5 2.32952 2.61928 -2.25101  0.13
H6 -0.05594 2.63173 -0.77357  0.11
H7 -0.02928 2.40781 -2.69026  0.14
H8 -0.81120 1.02413 1.01227  0.09
H9 -4.16745 1.43089 0.33448  0.06
H10 -5.07877 1.05825 -1.22731  0.11
H11 -4.95999 -0.30089 0.01212  0.11
H12 1.33345 -2.86100 -1.48913  0.09
H13 -0.43134 -3.28196 -1.15615  0.09
H14 0.39387 -2.02727 -0.05143  0.05
C8 6.65681 0.46712 0.20184  -1.96
Cl1 6.70640 1.83023 -0.94005  0.52
Cl2 7.53508 0.90560 1.68608  0.50
Cl3 4.95936 0.08936 0.60119  0.63
Cl4 7.42251 -0.95612 -0.54072  0.52
C9 4.69848 -2.56264 3.89772  -1.96
Cl5 4.71036 -2.06780 5.60615  0.52
Cl6 6.34401 -2.44884 3.23611  0.52
Cl7 4.12269 -4.23992 3.77043  0.52
Cl8 3.61391 -1.49248 2.97400  0.60
C10 -4.41453 -1.40344 -5.88236  -2.02
Cl9 -6.05632 -2.07516 -6.01272  0.50
Cl10 -4.17108 -0.18383 -7.15348  0.50
Cl11 -4.20821 -0.64738 -4.28835  0.54
Cl12 -3.22373 -2.70793 -6.07756  0.52
C11 -2.97176 3.52588 3.01297  -1.98
Cl13 -4.59948 2.80624 3.05924  0.51
Cl14 -2.63215 4.11327 1.36913  0.54
Cl15 -2.89262 4.88467 4.15569  0.53
Cl16 -1.76569 2.30114 3.46590  0.54
C12 -3.26675 -1.69778 3.47964  -1.99
Cl17 -3.80011 -0.04938 3.08198  0.49
Cl18 -4.46345 -2.86905 2.88221  0.53
Cl19 -1.69375 -2.01480 2.71253  0.53
Cl20 -3.10819 -1.85971 5.24285  0.53

Forces on the atoms, in the same order (eV/Å):
-1.855 6.254 -3.208
-1.881 -5.545 0.749
0.433 -0.818 0.585
0.861 0.882 0.047
0.375 -0.770 0.227
0.746 1.026 0.260
-1.359 -0.924 0.423
0.680 0.048 -2.635
1.639 1.853 2.833
-2.104 0.118 -0.795
-1.274 -2.285 -5.453
0.629 -1.388 0.800
2.611 1.333 2.694
-0.941 -0.014 3.316
-0.625 2.713 -1.469
-1.770 -1.021 0.071
0.872 -1.458 -1.029
-0.831 1.394 0.669
-0.821 -1.471 1.082
0.422 -0.801 -1.850
0.266 -0.501 1.637
-1.499 -0.402 0.052
-0.067 -1.503 -0.912
1.259 -0.777 1.345
1.235 1.553 -0.409
-1.641 1.200 0.573
0.904 1.891 -0.313
-0.050 -0.300 -1.945
0.336 -0.079 0.181
-0.042 -0.192 0.173
-0.052 -0.029 -0.214
2.461 0.342 -0.696
-0.104 0.227 0.111
0.182 0.065 0.438
0.027 -0.117 -0.246
-0.358 0.011 0.077
0.067 0.302 -0.011
1.291 -0.845 2.506
0.102 0.033 0.203
0.220 0.093 -0.015
-0.052 -0.191 0.166
-0.046 -0.188 -0.356
-0.246 0.278 0.036
0.164 -0.047 0.079
0.197 0.497 -0.047
-0.076 -0.084 0.236
-0.050 -0.271 -0.246
-0.008 0.698 0.166
-0.146 0.093 -0.069
-0.111 -1.084 0.254
0.232 0.176 0.089
-0.199 -0.004 0.151
-0.004 0.029 -0.314

M	985.0	u
total energy	-283489.920	eV
orbital gap	0.3182	Ha

# 2
Density functional theory data (wB97M-V/def2-TZVPD) for a molecular structure, C12H14BF3FeN6O2.

Each line ends with the Löwdin charge.
Positions of all 39 atoms, in Å:
H1 -2.93904 -0.88043 0.45463  0.12
N1 -1.84628 0.68265 -0.42672  -0.04
B1 -1.11345 2.79872 -1.61078  -0.48
N2 -2.21716 1.85131 -1.09198  -0.01
C1 -3.54366 1.92845 -1.18453  -0.06
Fe1 0.02047 0.32289 -0.12363  0.66
H2 -3.93348 2.80024 -1.71427  0.13
C2 -4.07478 0.79693 -0.56567  -0.05
H3 -5.12653 0.57744 -0.49634  0.09
C3 -2.99713 0.04961 -0.09896  -0.08
H4 -1.52311 3.77173 -2.16128  0.12
C4 1.78670 -0.60053 -0.00694  -0.12
H5 1.84302 -1.50120 0.61710  0.06
H6 2.16424 0.18284 0.74692  0.11
H7 2.48241 -0.53312 -0.83700  0.05
N3 -0.21314 1.90121 -2.50625  0.00
N4 -0.27735 3.11909 -0.34875  0.01
N5 0.28372 0.71336 -1.95740  -0.07
N6 0.22902 2.04929 0.40213  -0.07
C5 0.18710 2.03136 -3.78382  -0.04
C6 0.05714 4.26753 0.23634  -0.04
H8 -0.13494 2.93513 -4.31633  0.13
H9 -0.24832 5.18218 -0.26065  0.13
C7 0.98067 0.90222 -4.08992  -0.04
C8 0.79992 3.96473 1.39280  -0.04
C9 1.01550 0.11770 -2.93428  -0.10
C10 0.87750 2.57806 1.47359  -0.08
H10 1.46869 0.71202 -5.02402  0.09
H11 1.23429 4.68204 2.05064  0.09
H12 1.49971 -0.81707 -2.69841  0.11
H13 1.31597 1.90164 2.19992  0.12
H14 0.85538 -1.08841 -0.51159  0.07
F1 -0.04116 -3.47014 4.10602  0.12
C11 -0.34374 -2.16635 3.87730  -0.50
F2 -1.55792 -1.88769 4.42852  0.12
F3 0.59012 -1.39681 4.50666  0.11
C12 -0.36478 -1.79726 2.34658  -0.59
O1 -0.08606 -2.68553 1.53551  0.01
O2 -0.66915 -0.59286 2.09004  -0.06

Forces on the atoms, in the same order (eV/Å):
-0.112 0.207 -0.106
-3.470 0.691 -0.468
0.282 -1.045 0.547
0.427 -1.233 0.501
0.466 -0.273 0.078
-2.286 -1.939 2.623
-0.288 -0.544 0.367
-0.779 0.318 -0.237
0.043 -0.121 0.122
0.902 0.982 -0.530
-0.018 0.043 -0.059
2.474 -2.447 1.007
1.143 -0.230 -0.225
-1.818 -0.441 -1.122
0.393 -0.439 0.269
0.766 -1.262 -0.056
1.003 -1.021 1.205
0.636 1.687 -4.474
0.565 4.969 1.155
0.200 -0.738 0.904
0.362 -0.794 0.259
0.376 -0.712 0.002
0.185 -0.007 0.443
-0.328 0.610 -0.025
-0.189 0.439 -0.318
-1.117 1.486 0.376
-0.983 0.255 -1.563
0.069 -0.088 -0.170
0.106 0.219 0.335
0.023 0.037 -0.379
-0.069 0.306 -0.059
0.645 0.598 0.546
-0.353 1.203 0.022
-0.110 0.208 -0.400
0.892 -0.403 -0.037
-0.536 -0.589 -0.065
-0.057 0.044 -0.744
0.072 0.148 0.362
0.481 -0.122 -0.086

M	397.9	u
multiplicity	5
relative energy (zero: lowest compared OMol25 entry of this formula, charge and spin)	0.000	eV
total energy	-68923.086	eV
orbital gap (alpha / beta)	0.3315 / 0.3215	Ha

# 3
Density functional theory data (wB97M-V/def2-TZVPD) for a molecular structure, C12H14BF3IrN6O2.

Each line ends with the Löwdin charge.
Positions of all 39 atoms, in Å:
C1 -2.28130 1.92691 1.08810  0.07
N1 -1.15721 1.40164 0.48319  -0.12
N2 -1.50945 0.92010 -0.79200  0.05
C2 -2.80959 1.29126 -0.99623  0.12
C3 -3.34497 1.88233 0.15495  0.20
B1 -0.62400 0.45766 -2.04293  -0.23
N3 0.71109 1.24955 -1.75752  0.01
N4 1.18613 1.65947 -0.48195  -0.17
C4 2.23708 2.52668 -0.67517  0.00
C5 2.31780 2.80492 -2.02812  0.05
C6 1.34842 2.04889 -2.65093  0.02
Ir1 0.57031 1.07524 1.27118  1.61
N5 -0.76392 -1.16434 -2.81798  0.14
N6 -0.85988 -2.25064 -1.94537  0.24
C7 -0.82418 -3.37061 -2.65526  0.13
C8 -0.95721 -3.08920 -4.03536  0.24
C9 -0.92099 -1.65599 -4.10818  0.19
H1 -0.70450 -4.31203 -2.11113  0.20
H2 -1.03806 -1.03633 -5.00518  0.19
H3 -1.06667 -3.83701 -4.80760  0.18
H4 -1.08744 1.05453 -3.00282  0.14
H5 1.10135 2.02164 -3.69603  0.16
H6 -3.21422 1.09264 -1.97045  0.17
H7 3.04459 3.50494 -2.45826  0.16
H8 -4.36872 2.19905 0.31926  0.18
H9 2.76952 2.94431 0.18486  0.16
H10 -2.27317 2.28057 2.11468  0.17
H11 2.02896 -0.42064 0.95327  0.11
C10 2.24102 0.27707 1.83163  -0.17
H12 3.22069 0.72818 1.62052  0.10
H13 1.67622 1.27507 2.22840  0.00
H14 2.27242 -0.43985 2.65973  0.12
F1 -1.81992 -2.87542 3.84747  0.20
C11 -1.82192 -2.29597 2.62037  -0.46
F2 -1.26042 -3.18273 1.75859  0.14
F3 -3.13300 -2.12730 2.25796  0.15
C12 -1.03979 -0.90677 2.54053  -0.47
O1 -1.09227 -0.09754 3.47360  0.15
O2 -0.45502 -0.78788 1.39091  -0.11

Forces on the atoms, in the same order (eV/Å):
1.763 -0.840 -1.408
-4.754 0.860 0.048
-3.222 0.273 -1.079
3.067 -1.714 -1.057
-0.199 0.582 1.642
0.368 3.510 -0.611
-0.501 -0.088 0.969
2.239 0.313 -1.386
-1.509 -0.596 -0.175
0.900 0.681 0.015
0.558 -0.383 0.196
-7.240 -0.360 -2.375
0.387 -1.993 1.821
0.138 2.654 0.217
0.002 -1.272 0.720
-0.085 0.347 -0.721
0.117 0.372 0.107
0.039 -0.078 -0.316
0.079 0.019 0.322
-0.053 0.064 -0.488
-0.029 -0.643 0.432
-0.049 -0.102 -0.224
-0.576 0.101 -0.129
-0.540 -0.375 -0.039
-0.023 0.074 -0.038
-0.101 -0.122 -0.443
0.077 0.055 -0.072
0.023 0.423 0.240
4.515 -2.662 0.544
-0.031 -0.299 0.311
3.624 0.828 3.026
0.097 0.341 0.240
0.352 1.543 -1.808
-1.087 -1.961 1.136
-0.340 0.912 0.389
1.665 0.367 0.107
-1.615 -0.666 2.467
1.056 -0.524 -2.737
0.888 0.358 0.156

M	534.3	u
total charge	+4
multiplicity	6
total energy	-37315.779	eV
orbital gap (alpha / beta)	0.2914 / 0.1291	Ha